(1)
Entry from the Open Molecules 2025 dataset: a molecular structure, C57H67O3P2Sr in a non-equilibrium geometry (the ωB97M-V functional and the def2-TZVPD basis).

Results
Lowest unoccupied orbital energy   -2.8 eV
Strongest force on any atom   0.1229 hartree/bohr
Electronic energy   -3151.0280 a.u.
Multiplicity   1
Frontier orbital gap   5.74 eV
Net charge   +1

Atoms and positions in Å:
Sr: -0.382 0.289 -0.260
C: 1.345 2.455 -0.857
C: 2.731 2.462 -0.410
C: 3.536 2.424 -1.558
C: 2.663 2.520 -2.690
C: 1.353 2.584 -2.289
C: 0.156 2.739 -3.205
C: 0.428 3.808 -4.273
C: -1.085 3.164 -2.427
C: -0.125 1.414 -3.922
C: 5.037 2.179 -1.771
C: 5.315 1.786 -3.235
C: 5.897 3.434 -1.535
C: 5.538 0.990 -0.936
C: 3.021 2.698 1.077
C: 2.910 1.393 1.868
C: 1.997 3.688 1.667
C: 4.380 3.333 1.400
H: 0.599 3.024 -0.302
H: 2.990 2.533 -3.719
H: 0.734 4.745 -3.807
H: -0.466 3.990 -4.875
H: 1.228 3.493 -4.944
H: -0.922 4.114 -1.915
H: -1.353 2.439 -1.648
H: -1.949 3.270 -3.087
H: 0.725 1.143 -4.548
H: -1.019 1.470 -4.551
H: -0.265 0.599 -3.202
H: 5.083 2.599 -3.923
H: 4.742 0.907 -3.537
H: 6.377 1.557 -3.348
H: 5.649 4.190 -2.282
H: 6.956 3.188 -1.646
H: 5.756 3.881 -0.557
H: 4.874 0.133 -1.080
H: 5.590 1.194 0.132
H: 6.538 0.695 -1.262
H: 1.955 0.893 1.655
H: 2.955 1.572 2.947
H: 3.717 0.710 1.596
H: 1.018 3.230 1.809
H: 1.884 4.560 1.022
H: 2.330 4.027 2.651
H: 5.226 2.760 1.035
H: 4.484 3.415 2.485
H: 4.438 4.340 0.986
C: 2.197 -1.822 2.190
O: 2.011 -1.994 0.792
C: 3.188 -1.668 0.045
C: 3.136 -2.443 -1.249
O: 2.173 -1.917 -2.138
C: 2.593 -0.698 -2.740
H: 2.610 -2.734 2.636
H: 1.225 -1.617 2.639
H: 2.869 -0.996 2.412
H: 4.088 -1.940 0.606
H: 3.215 -0.588 -0.142
H: 2.811 -3.460 -1.021
H: 4.122 -2.485 -1.723
H: 3.617 -0.784 -3.116
H: 2.550 0.155 -2.051
H: 1.927 -0.513 -3.578
O: -2.240 -2.875 3.378
C: -1.499 -1.748 3.654
C: -0.552 -1.993 4.648
C: 0.189 -0.973 5.199
C: -0.031 0.331 4.777
C: -0.962 0.575 3.787
C: -1.737 -0.439 3.187
P: -2.507 -0.093 1.575
C: -2.609 1.773 1.469
C: -3.887 2.353 1.461
C: -4.047 3.725 1.328
C: -2.941 4.551 1.187
C: -1.675 3.991 1.208
C: -1.510 2.621 1.360
C: -4.283 -0.417 1.759
C: -5.125 -0.520 0.650
C: -6.492 -0.674 0.818
C: -7.036 -0.738 2.092
C: -6.209 -0.652 3.201
C: -4.841 -0.494 3.038
C: -2.968 -3.198 2.259
C: -4.135 -3.900 2.559
C: -5.002 -4.279 1.562
C: -4.717 -3.944 0.242
C: -3.553 -3.272 -0.049
C: -2.620 -2.892 0.936
P: -0.917 -2.329 0.564
C: -1.404 -1.572 -1.203
C: -2.303 -0.492 -1.439
C: -2.816 -0.250 -2.701
C: -2.479 -1.061 -3.775
C: -1.479 -1.983 -3.602
C: -0.911 -2.189 -2.345
C: -0.336 -3.998 0.064
C: 0.461 -4.582 1.053
C: 0.817 -5.923 0.997
C: 0.382 -6.707 -0.055
C: -0.430 -6.151 -1.034
C: -0.801 -4.818 -0.969
H: -0.435 -3.018 4.977
H: 0.921 -1.192 5.965
H: 0.512 1.157 5.214
H: -1.129 1.599 3.496
H: -4.776 1.756 1.555
H: -5.045 4.142 1.335
H: -3.061 5.620 1.080
H: -0.796 4.619 1.132
H: -0.481 2.285 1.421
H: -4.725 -0.473 -0.354
H: -7.133 -0.744 -0.052
H: -8.104 -0.858 2.219
H: -6.627 -0.701 4.198
H: -4.208 -0.409 3.912
H: -4.341 -4.115 3.599
H: -5.906 -4.820 1.809
H: -5.397 -4.217 -0.553
H: -3.351 -3.033 -1.085
H: -2.559 0.236 -0.705
H: -3.511 0.570 -2.840
H: -2.948 -0.919 -4.739
H: -1.127 -2.574 -4.437
H: -0.118 -2.913 -2.265
H: 0.804 -3.984 1.885
H: 1.438 -6.347 1.776
H: 0.660 -7.751 -0.109
H: -0.793 -6.763 -1.848
H: -1.477 -4.443 -1.722

(2)
Entry from the Open Molecules 2025 dataset: a molecular structure, C30H32AlBBr2ClCsF16MgN3O19P2S2 in a non-equilibrium geometry (the ωB97M-V functional and the def2-TZVPD basis).

Results
Lowest unoccupied orbital energy   -8.1 eV
Strongest force on any atom   0.1418 hartree/bohr
Electronic energy   -11928.0187 a.u.
Multiplicity   1
Frontier orbital gap   0.92 eV
Net charge   +1

Atoms and positions in Å:
C: -1.146 1.612 -2.596
C: -0.396 2.561 -2.514
C: 0.614 3.730 -2.327
C: 0.593 4.344 -0.840
C: 1.634 5.546 -0.879
C: 2.160 5.981 0.556
C: 1.836 7.464 0.947
F: 0.502 7.692 0.471
F: 2.588 8.398 0.223
C: 1.745 7.778 2.494
F: 0.619 7.115 2.958
F: 1.350 9.172 2.542
C: 3.036 7.699 3.374
F: 4.068 8.275 2.601
F: 2.898 8.654 4.399
C: 3.640 6.335 3.851
F: 4.806 6.693 4.539
F: 4.140 5.530 2.834
S: 2.670 5.231 5.001
F: 1.708 4.653 3.813
F: 1.631 6.384 5.487
F: 3.646 5.661 6.274
F: 3.767 4.026 4.700
F: 1.917 4.192 6.024
C: -0.912 4.800 -0.590
C: -1.679 3.775 0.360
C: -3.244 3.957 0.414
F: -3.947 2.947 -0.348
Br: -3.901 5.704 -0.249
C: -3.691 3.834 1.966
F: -3.054 2.797 2.609
F: -3.373 5.043 2.584
Br: -5.683 3.688 2.111
O: 0.897 3.322 0.136
C: 2.109 2.637 -0.116
O: 3.185 3.059 0.198
P: 2.143 0.900 -0.942
S: 3.388 -0.254 -0.007
H: -1.652 0.644 -2.370
H: 0.239 4.566 -3.001
H: 1.653 3.487 -2.675
H: 1.205 6.383 -1.493
H: 2.525 5.156 -1.470
H: 1.780 5.313 1.376
H: 3.293 5.911 0.497
H: -1.496 4.821 -1.564
H: -1.018 5.822 -0.132
H: -1.259 3.951 1.401
H: -1.497 2.700 0.054
H: 2.622 1.075 -2.292
H: 0.799 0.390 -0.955
Cs: -7.405 3.191 0.141
O: 5.911 -1.743 1.263
P: 5.546 -3.151 1.723
O: 5.027 -3.951 0.531
O: 4.453 -3.081 2.786
O: 6.789 -3.824 2.308
C: -5.463 -1.977 -1.133
O: -6.063 -0.959 -1.508
N: -4.166 -1.943 -0.677
N: -5.992 -3.220 -1.115
H: -3.661 -2.762 -0.373
H: -3.701 -1.044 -0.654
H: -6.942 -3.322 -1.434
H: -5.487 -4.044 -0.802
C: 10.169 -2.756 1.181
O: 9.075 -3.435 0.593
H: 10.881 -2.494 0.398
H: 9.819 -1.842 1.670
H: 10.659 -3.405 1.913
H: 8.457 -3.656 1.308
Mg: 1.297 11.359 3.268
Al: -4.357 -2.722 1.383
C: -6.220 -6.359 0.066
O: -5.032 -6.033 0.053
N: -6.702 -7.541 -0.343
C: -8.118 -7.853 -0.297
C: -5.776 -8.544 -0.848
H: -7.005 -5.674 0.429
H: -8.270 -8.726 0.341
H: -8.466 -8.076 -1.307
H: -8.690 -7.015 0.101
H: -5.049 -8.784 -0.070
H: -5.244 -8.138 -1.711
H: -6.313 -9.446 -1.140
B: 6.507 4.260 -3.501
O: 7.041 5.394 -4.274
C: 7.945 6.010 -3.509
O: 8.571 6.979 -3.841
C: 8.040 5.309 -2.205
O: 8.758 5.607 -1.289
O: 7.193 4.277 -2.198
O: 5.041 4.382 -3.328
C: 4.490 3.309 -3.866
O: 3.297 3.100 -3.893
C: 5.550 2.427 -4.419
O: 5.373 1.376 -4.974
O: 6.738 2.984 -4.205
C: -6.990 -13.898 0.136
C: -7.213 -12.819 -0.613
C: -6.186 -12.305 -1.545
O: -6.389 -11.317 -2.228
C: -4.901 -13.035 -1.615
C: -4.676 -14.114 -0.867
C: -5.703 -14.629 0.066
O: -5.501 -15.612 0.747
H: -7.730 -14.288 0.823
H: -8.148 -12.274 -0.575
H: -4.161 -12.644 -2.303
H: -3.741 -14.659 -0.905
Cl: -6.627 -2.001 -3.097

(3)
Entry from the Open Molecules 2025 dataset: a molecular structure, C30H38CsN5O2SSi (the ωB97M-V functional and the def2-TZVPD basis).

Results
Lowest unoccupied orbital energy   3.9 eV
Strongest force on any atom   0.0170 hartree/bohr
Electronic energy   -2298.0879 a.u.
Multiplicity   1
Frontier orbital gap   4.75 eV
Net charge   -2

Atoms and positions in Å:
Cs: -0.065 -0.908 0.299
N: -1.927 -3.116 -7.693
C: -1.564 -3.278 -6.339
C: -0.921 -4.437 -5.914
C: -0.593 -4.604 -4.576
C: -0.916 -3.624 -3.656
C: -1.569 -2.470 -4.070
C: -1.891 -2.297 -5.403
S: -0.467 -3.786 -1.938
O: -1.580 -3.229 -1.192
O: -0.137 -5.171 -1.710
N: 0.699 -2.736 -1.716
C: 1.904 -2.791 -2.294
N: 2.751 -1.799 -1.889
C: 3.912 -1.717 -2.500
C: 4.317 -2.604 -3.495
C: 3.417 -3.612 -3.789
N: 2.231 -3.729 -3.212
H: -1.300 -3.594 -8.322
H: -2.012 -2.145 -7.956
H: -0.669 -5.207 -6.635
H: -0.072 -5.488 -4.235
H: -1.820 -1.705 -3.344
H: -2.395 -1.392 -5.722
H: 4.566 -0.910 -2.179
H: 5.273 -2.518 -3.991
H: 3.656 -4.369 -4.534
C: -0.771 6.911 -3.101
C: -0.295 5.540 -2.677
C: 1.063 5.247 -2.698
C: 1.475 3.974 -2.264
C: 2.947 3.638 -2.211
C: 0.546 3.049 -1.866
C: -0.879 3.273 -1.860
C: -1.237 4.605 -2.267
N: -1.620 2.238 -1.491
C: -3.059 2.210 -1.321
C: -3.948 3.216 -2.084
C: -3.503 0.820 -1.799
C: -3.380 2.345 0.177
H: 0.066 7.537 -3.417
H: -1.283 7.421 -2.281
H: -1.477 6.845 -3.934
H: 1.790 5.987 -3.017
H: 3.543 4.406 -2.710
H: 3.153 2.680 -2.692
H: 3.296 3.565 -1.177
H: 0.875 2.083 -1.498
H: -2.265 4.928 -2.281
H: -3.662 3.271 -3.136
H: -3.911 4.216 -1.654
H: -4.989 2.880 -2.027
H: -3.399 0.759 -2.886
H: -4.543 0.602 -1.534
H: -2.855 0.058 -1.370
H: -3.059 3.325 0.537
H: -2.837 1.589 0.748
H: -4.452 2.232 0.379
C: 1.287 1.009 5.262
Si: 0.103 -0.131 4.233
C: 0.119 -1.664 5.432
C: -1.620 0.574 4.748
C: -1.813 1.858 5.272
C: -3.077 2.356 5.569
C: -4.205 1.576 5.358
C: -4.047 0.294 4.843
C: -2.780 -0.184 4.541
H: 0.996 1.076 6.319
H: 1.355 2.025 4.860
H: 2.294 0.581 5.216
H: -0.033 -1.372 6.480
H: 1.083 -2.179 5.358
H: -0.654 -2.392 5.170
H: -0.952 2.494 5.450
H: -3.180 3.362 5.963
H: -5.194 1.962 5.581
H: -4.916 -0.330 4.662
H: -2.688 -1.182 4.118

(4)
Entry from the Open Molecules 2025 dataset: 2 unconnected molecules or ions with the total composition C2H9N3O2 in a non-equilibrium geometry (the ωB97M-V functional and the def2-TZVPD basis).

Results
Lowest unoccupied orbital energy   0.8 eV
SMILES   NC(=O)O.NCN
Strongest force on any atom   0.0469 hartree/bohr
Electronic energy   -396.3636 a.u.
Multiplicity   1
Frontier orbital gap   9.81 eV
Net charge   0

Atoms and positions in Å:
N: -1.406 -1.091 0.596
C: -1.521 0.232 0.273
O: -1.763 0.647 -0.862
O: -1.738 0.988 1.386
H: -1.643 -1.768 -0.110
H: -1.308 -1.334 1.566
H: -1.996 1.872 1.091
N: 0.721 0.936 0.094
C: 1.688 -0.145 -0.114
N: 1.370 -0.996 -1.230
H: 0.356 1.383 -0.797
H: 1.006 1.574 0.827
H: 2.711 0.242 -0.260
H: 1.674 -0.762 0.792
H: 1.441 -0.477 -2.100
H: 0.408 -1.301 -1.151